# 1
C8H11NO4 | wB97M-V/def2-TZVPD

Each line ends with the Löwdin charge.
Cartesian coordinates (Å):
1 O -1.76 2.42 0.03  0.0621
2 N -1.51 1.33 0.57  -0.3244
3 O -2.10 0.87 1.54  0.0927
4 C -0.50 0.53 -0.09  -0.2102
5 C -1.49 0.11 -1.62  -0.1041
6 O -1.72 1.18 -2.38  0.0414
7 C 0.66 1.27 -0.70  -0.0204
8 C 1.86 1.18 -0.13  -0.0536
9 C 2.02 0.57 1.22  -0.0472
10 C 1.08 -0.30 1.62  -0.0309
11 C -0.05 -0.68 0.73  -0.2152
12 C 0.32 -1.96 -0.02  -0.1867
13 O 0.69 -2.92 0.92  -0.0088
14 H -2.25 -0.39 -1.16  0.1004
15 H -0.85 -0.50 -2.09  0.0798
16 H -1.90 1.89 -1.86  0.0302
17 H 0.52 1.66 -1.70  0.1122
18 H 2.74 1.53 -0.63  0.0993
19 H 2.92 0.96 1.63  0.0964
20 H 1.40 -0.78 2.51  0.1085
21 H -0.91 -0.81 1.29  0.1145
22 H 1.06 -1.83 -0.69  0.0990
23 H -0.41 -2.37 -0.66  0.1070
24 H 0.18 -3.00 1.68  0.0581

Values from the calculation:
E_tot   -18148.2849 eV
Energy relative to the best compared isomer or geometry (same formula, charge and spin)   5.792 eV

---

# 2
C8H11NOS | wB97M-V/def2-TZVPD

Each line ends with the Löwdin charge.
Cartesian coordinates (Å):
1 C 0.42 3.38 -1.23  -0.2817
2 C 1.63 3.05 -1.72  -0.3680
3 C 0.10 1.24 -1.05  -0.4933
4 C 0.56 -1.05 0.76  -0.1031
5 C -0.36 -1.81 0.27  -0.3913
6 C -1.55 -2.15 1.15  -0.0390
7 C -0.67 -2.07 -1.11  -0.1101
8 C 0.98 0.35 2.50  -0.0503
9 N -0.50 2.38 -0.86  0.0016
10 O 1.02 -0.72 1.89  -0.0070
11 S 1.75 1.27 -1.63  0.9446
12 H 0.06 4.44 -1.12  0.1108
13 H 2.57 3.46 -2.09  0.0546
14 H -1.36 -2.23 2.23  0.0870
15 H -1.80 -3.15 0.83  0.0703
16 H -2.39 -1.56 0.85  0.0787
17 H 0.08 -1.73 -1.86  0.0920
18 H -0.49 -3.17 -1.26  0.1022
19 H -1.69 -1.90 -1.49  0.1005
20 H 1.81 0.49 3.15  0.0563
21 H 0.16 1.20 2.56  0.1343
22 H -0.31 0.29 -0.79  0.0108

Values from the calculation:
E_tot   -22840.5912 eV
Energy relative to the best compared isomer or geometry (same formula, charge and spin)   6.492 eV